(1)
Density functional theory data (ωB97M-V with the def2-TZVPD basis set) for a cluster of 2 separate species, CH8NO in total.

E_tot = -4697.376 eV
Frontier orbital gap = 11.2 eV
Total charge = +1
ΔE to the lowest compared entry with this formula, charge and spin = 15.41 kcal per mole

Cartesian coordinates (Å):
O: 1.00 -0.16 0.10
H: 1.11 -0.34 2.18
H: 1.90 -0.42 -0.14
H: -0.97 1.91 -1.30
H: -0.11 0.46 -1.31
H: -0.44 -0.93 1.35
H: -1.48 0.66 -0.34
H: 1.05 -1.84 1.35
N: -1.04 0.88 -1.23
H: -1.66 0.60 -1.99
C: 0.64 -0.83 1.34

(2)
Density functional theory data (ωB97M-V with the def2-TZVPD basis set) for a structure of composition C6H25NP2Pb.

E_tot = -31914.129 eV
Frontier orbital gap = 7.9 eV
Total charge = +2

Cartesian coordinates (Å):
H: -3.80 0.03 0.47
C: 1.54 -0.12 -3.37
H: 2.49 -0.09 -3.93
H: -0.22 1.38 -0.83
H: 0.94 -0.98 -3.72
H: 3.22 -1.91 -0.40
H: -0.42 -2.17 1.65
H: -1.29 -0.52 -0.83
N: -0.79 -2.02 0.69
H: -2.35 -1.39 2.59
C: -1.14 2.24 2.14
H: 2.50 2.04 -1.35
H: -0.38 -2.79 0.11
H: 3.37 1.00 -0.18
C: -1.94 -0.42 2.91
H: 3.88 1.03 -1.92
H: 3.78 -1.70 -2.10
H: -0.16 2.11 2.64
H: -1.83 -2.14 0.63
H: -3.28 1.66 -0.05
Pb: -0.07 -0.21 -0.16
P: -1.63 0.62 1.41
H: -1.01 2.97 1.32
P: 1.82 -0.28 -1.55
H: -0.62 -0.69 -1.39
H: 0.97 0.80 -3.56
C: -3.34 0.97 0.81
C: 2.90 -1.78 -1.45
H: -2.64 0.07 3.60
C: 3.02 1.08 -1.23
H: -0.98 -0.60 3.41
H: 1.00 0.48 0.90
H: 2.30 -2.67 -1.74
H: -3.97 1.42 1.60
H: -1.89 2.60 2.86

(3)
Density functional theory data (ωB97M-V with the def2-TZVPD basis set) for an isolated molecule of CH5N.

E_tot = -2606.859 eV
Frontier orbital gap = 10.9 eV
ΔE to the lowest compared entry with this formula, charge and spin = 24.05 kcal per mole

Cartesian coordinates (Å):
H: 1.17 0.89 -0.44
N: -0.83 0.00 -0.12
C: 0.74 -0.04 0.02
H: 1.00 -0.88 -0.61
H: -0.79 1.02 0.32
H: -1.33 -0.74 0.49
H: 1.36 -0.10 0.93

(4)
Density functional theory data (ωB97M-V with the def2-TZVPD basis set) for an isolated molecule of C9H20N4.

E_tot = -15617.577 eV
Frontier orbital gap = 9.4 eV
ΔE to the lowest compared entry with this formula, charge and spin = 0.00 kcal per mole

Cartesian coordinates (Å):
C: -2.67 1.24 0.00
H: 3.18 -0.05 -1.91
H: 2.05 -2.03 1.84
H: 2.23 1.67 -0.36
H: -0.62 -0.75 -0.82
H: 3.67 -1.85 -0.13
N: -3.29 -2.15 0.11
H: -1.37 -2.09 -1.65
C: -1.35 1.84 -0.40
H: -0.57 1.59 1.61
C: -2.46 -1.24 -0.12
H: 0.20 -0.48 1.92
H: 1.65 0.45 2.11
H: 3.63 -0.36 0.61
C: 2.40 -0.33 -1.16
C: 1.86 -1.43 0.92
C: 1.60 0.89 -0.79
N: 0.60 0.56 0.23
H: -1.00 1.44 -1.30
H: 1.05 1.28 -1.65
H: -3.01 -2.93 -0.50
H: -2.98 -0.18 1.51
H: 1.05 -1.93 0.31
H: -1.47 2.93 -0.64
H: 0.48 2.65 0.54
H: -3.27 1.09 -0.89
C: 3.03 -1.01 0.08
H: 1.74 -1.01 -1.71
C: 1.07 -0.17 1.39
N: -2.47 -0.04 0.66
N: -1.50 -1.19 -1.11
C: -0.20 1.73 0.58
H: -3.27 1.86 0.72

(5)
Density functional theory data (ωB97M-V with the def2-TZVPD basis set) for a cluster of 12 separate species, C12H46BrN23O13 in total.

E_tot = -144134.719 eV
Frontier orbital gap = 7.7 eV

Cartesian coordinates (Å):
N: 2.00 -0.26 3.44
H: 1.37 6.13 0.21
H: 7.47 -5.32 -3.29
C: 2.30 0.94 -0.01
O: 2.58 1.27 1.15
C: -2.90 1.37 5.42
H: -6.28 1.92 -1.87
N: -1.19 -2.30 -3.51
O: 1.84 1.50 4.85
H: 2.25 0.45 2.74
O: 0.63 -1.17 -2.75
O: -4.45 4.01 0.31
H: -0.60 -3.06 -3.78
O: -4.44 0.44 -2.61
N: -1.38 -0.19 -2.57
H: -3.51 -0.28 4.40
O: 8.57 -4.01 -1.05
N: 8.51 -6.25 -0.77
H: 0.05 0.20 5.58
H: 8.18 -3.88 1.39
H: -2.18 6.20 0.08
N: -0.65 2.31 -5.52
H: 2.57 -1.06 0.26
O: 8.33 -7.47 -4.19
H: -4.80 0.81 4.76
N: 7.06 -5.60 -4.16
H: -5.40 -1.46 -3.91
N: -4.74 3.03 2.33
H: -1.33 4.28 -4.05
N: 4.44 -4.66 -0.68
C: 8.45 -4.97 -0.31
H: 1.69 1.59 -1.90
H: -7.05 -0.96 -3.78
H: -1.40 2.83 -5.93
H: 6.19 -3.04 0.15
H: -4.28 0.92 1.03
N: 8.23 -4.82 1.03
O: -1.73 1.04 5.48
H: 3.66 -5.23 -0.97
H: -4.05 1.69 -0.51
H: -7.56 1.01 -2.59
N: -7.52 2.43 4.66
C: 4.16 -3.51 0.01
H: -2.38 -0.18 -2.68
N: 5.25 -2.78 0.37
H: -0.18 3.96 -2.78
H: -8.12 4.05 7.37
C: -5.63 0.26 -2.85
N: 1.91 1.84 -0.95
N: 6.92 -7.09 -5.92
H: -2.29 4.65 -0.68
H: -2.17 -2.35 -3.67
N: -4.26 1.76 0.48
H: 5.37 -4.95 -0.92
H: 5.08 -1.93 0.88
H: 7.22 -7.94 -6.35
N: -3.83 0.58 4.80
N: 0.38 6.25 0.19
H: 2.09 -0.63 -1.35
H: -9.24 3.26 6.33
N: -1.72 5.40 -0.31
H: 1.82 2.79 -0.66
H: -4.91 3.93 2.74
H: -6.76 2.19 4.06
C: -0.36 5.23 -0.33
H: -0.02 7.08 0.57
N: 2.33 -0.35 -0.41
H: 8.66 -6.37 -1.76
Br: 3.53 -1.25 3.90
H: 6.37 -5.00 -4.58
H: 8.39 -7.06 -0.19
H: -2.69 3.10 6.42
H: -4.34 2.85 5.90
N: -6.08 -0.81 -3.57
H: -0.29 1.51 -6.00
H: 6.23 -6.53 -6.38
H: -4.77 2.21 2.91
O: 3.02 -3.18 0.29
H: -8.44 2.15 4.41
C: 1.58 0.40 4.60
H: -0.94 0.61 -2.14
O: 0.81 -0.35 5.34
C: -0.06 2.63 -4.32
N: -0.58 3.73 -3.68
C: 7.49 -6.77 -4.72
C: -4.48 3.00 0.99
N: -8.30 3.51 6.54
N: -6.59 1.13 -2.41
C: -0.57 -1.21 -2.93
C: -7.23 3.17 5.78
N: -3.37 2.53 5.95
O: 0.84 1.98 -3.85
H: 8.11 -5.59 1.67
O: -6.09 3.50 6.08
O: 0.15 4.21 -0.77

(6)
Density functional theory data (ωB97M-V with the def2-TZVPD basis set) for a cluster of 2 separate species, C4H11N3O2 in total.

E_tot = -12892.386 eV
Frontier orbital gap = 10.4 eV
ΔE to the lowest compared entry with this formula, charge and spin = 10.24 kcal per mole

Cartesian coordinates (Å):
N: 0.67 0.06 -0.98
C: -1.82 -0.45 1.32
N: 2.94 0.68 -1.11
H: 0.51 -0.44 -3.01
H: -1.03 -0.15 -0.40
O: -1.94 -0.22 0.01
H: -3.77 -1.27 1.47
H: 3.77 0.29 -0.67
C: 0.43 0.42 -2.35
H: 1.03 -0.27 1.34
H: -0.57 0.86 -2.46
H: -3.69 0.41 1.92
H: 2.52 -0.90 1.10
C: 1.79 0.19 -0.42
H: -3.00 -0.82 3.04
N: 1.96 -0.07 0.94
H: 3.00 1.67 -0.87
C: -3.15 -0.54 2.00
O: -0.76 -0.59 1.90
H: 1.12 1.16 -2.77